Record 1
C38H50As3CdN2O18S5 | ωB97M-V/def2-TZVPD

The geometry in XYZ format:
```
117
Properties=species:S:1:pos:R:3:forces:R:3:lowdin_charge:R:1
Cd 1.105 0.385 -1.050 0.132 -0.485 0.454 1.41
As -3.965 0.071 3.786 0.020 0.052 -0.157 1.35
As 4.343 0.293 -0.490 0.063 -0.088 0.438 0.89
As -1.441 -1.279 1.020 -0.276 -0.134 -0.042 1.33
S 0.357 -3.045 -3.887 0.007 -0.026 -0.034 0.84
S 2.921 1.721 -3.289 0.205 -0.362 -0.325 0.45
S -1.323 1.535 -1.902 -0.796 0.159 0.072 0.44
S 2.092 -3.014 -1.378 0.065 -0.124 -0.354 0.93
S 1.349 -3.447 1.236 0.114 -0.111 0.135 0.40
O 5.755 -0.205 -1.424 -0.084 0.016 0.021 -0.25
O -6.550 -1.218 1.750 0.042 0.050 -0.032 0.11
O -0.277 2.242 -1.131 0.100 -0.067 -0.130 -0.43
O -3.194 -1.804 -1.157 0.031 0.002 -0.025 -0.10
O 3.378 0.974 5.977 -0.021 0.089 0.039 -0.13
O -2.657 1.757 -1.395 0.033 -0.028 -0.061 -0.28
O -0.929 1.491 3.875 0.021 0.036 -0.216 0.06
O -6.277 0.938 1.365 -0.019 -0.076 -0.008 -0.03
O -1.629 1.489 1.722 -0.014 -0.033 0.154 -0.12
O 2.934 2.646 -4.393 0.017 0.191 0.177 -0.30
O 4.856 0.061 1.060 0.099 0.279 -0.232 -0.47
O 3.004 -0.652 -0.866 0.079 0.311 -0.290 -0.63
O 1.614 1.018 -3.193 0.046 0.064 0.318 -0.44
O 4.035 0.796 -3.201 -0.059 0.000 -0.178 -0.35
O -0.958 0.104 -2.019 0.112 0.129 -0.052 -0.45
O -1.468 -3.161 4.403 -0.046 -0.032 0.039 0.12
O -5.033 -0.556 -0.871 -0.045 -0.022 -0.033 0.13
O -3.665 -3.128 3.932 0.060 0.010 0.015 -0.09
N 1.431 0.829 1.230 -0.256 0.164 -0.041 0.16
N 2.664 1.280 3.305 -0.016 0.165 0.130 -0.06
C 0.900 -4.665 -3.287 0.078 0.121 -0.058 -0.52
C -5.375 1.981 0.965 0.016 0.025 0.073 -0.05
C -1.235 2.213 -3.529 0.156 -0.058 -0.015 -0.28
C -2.446 -2.566 4.033 -0.023 0.007 -0.181 -0.56
C -5.793 -0.296 1.590 -0.086 0.051 0.039 -0.57
C 3.836 2.159 -0.703 -0.037 -0.203 -0.156 -0.25
C -0.971 4.128 -4.934 0.016 0.040 -0.006 -0.04
C -0.960 1.936 -5.887 -0.001 -0.005 0.039 -0.03
C 2.212 1.708 5.640 0.023 0.064 0.004 -0.18
C -0.624 3.903 -7.416 -0.013 0.012 -0.015 -0.05
C 2.007 -2.274 -4.016 -0.140 -0.015 -0.015 -0.49
C -3.703 -4.525 4.226 -0.002 -0.037 -0.009 -0.04
C -1.143 1.382 -4.629 -0.037 -0.017 -0.050 -0.05
C -3.448 -0.802 0.928 0.123 -0.026 0.041 -0.22
C 2.556 3.936 -1.711 -0.072 0.153 0.063 -0.06
C 1.978 1.073 2.220 0.141 -0.270 -0.373 -0.24
C -1.358 0.916 2.896 0.187 0.088 0.097 -0.64
C 3.544 -3.432 -0.372 -0.033 -0.015 0.223 -0.42
C -1.155 3.589 -3.674 -0.069 -0.005 -0.009 -0.05
C -3.537 -1.939 -2.536 -0.009 0.004 -0.086 -0.03
C 2.774 4.724 -0.588 -0.110 0.022 -0.164 -0.07
C -4.005 -1.017 -0.441 0.175 0.126 -0.028 -0.52
C 3.541 4.245 0.458 0.100 -0.093 0.106 -0.08
C 3.147 -3.212 1.085 -0.208 0.113 -0.026 -0.69
C 2.332 2.334 4.257 -0.053 -0.053 0.101 -0.11
C 2.982 -2.784 -2.963 0.016 0.131 0.014 -0.39
C -1.487 2.910 1.598 0.072 0.122 0.000 -0.02
C -1.867 -3.186 1.208 0.093 -0.064 0.106 -0.33
C 1.371 -4.624 -1.833 -0.157 0.028 0.093 -0.41
C -4.320 -0.421 1.859 -0.065 -0.007 0.181 -0.26
C -2.435 -1.115 3.725 0.250 0.086 0.063 -0.31
C 3.815 0.445 3.656 0.017 -0.166 0.235 -0.12
C 4.066 2.960 0.405 -0.004 0.077 0.133 -0.10
C 3.594 -0.089 5.059 0.007 -0.031 -0.082 -0.17
C -0.856 3.310 -6.054 -0.032 0.001 0.007 -0.27
C -1.548 -0.570 2.867 -0.268 -0.071 0.068 -0.31
C -5.406 -0.938 4.645 -0.068 0.002 0.007 -0.30
C 3.087 2.661 -1.770 0.218 0.004 -0.167 -0.29
H -0.859 1.285 -6.746 0.006 -0.023 -0.025 0.11
H -0.869 3.090 0.721 -0.080 0.007 0.137 0.06
H 4.478 -0.625 5.405 -0.025 0.001 -0.019 0.13
H 3.462 -3.721 -3.251 0.017 -0.004 0.002 0.09
H 3.789 -4.475 -0.577 -0.025 0.009 -0.050 0.09
H -1.043 3.328 2.498 0.004 -0.031 0.025 0.08
H -5.720 -1.790 4.052 0.015 0.016 0.009 0.02
H 1.683 -5.032 -3.952 -0.029 -0.055 -0.009 0.07
H 2.112 -5.398 -1.634 0.007 -0.014 0.056 0.09
H 3.739 -2.022 -2.782 0.018 -0.015 0.022 0.07
H 2.732 -0.768 5.070 0.022 -0.010 -0.015 0.13
H -3.154 -5.081 3.465 -0.005 0.002 0.028 0.10
H -4.755 -4.798 4.214 0.017 -0.013 -0.007 0.09
H -4.800 2.338 1.824 -0.003 -0.021 -0.058 0.07
H 3.933 -0.333 2.904 0.010 0.064 0.117 0.10
H 4.713 1.071 3.628 -0.030 -0.064 -0.029 0.13
H -1.703 -3.613 0.220 0.001 0.014 -0.017 0.02
H -2.903 -3.338 1.503 0.018 -0.009 0.001 0.03
H -1.571 4.103 -7.923 -0.016 0.004 -0.008 0.08
H 2.354 5.720 -0.539 -0.014 0.011 -0.020 0.10
H -5.053 -1.265 5.622 0.011 0.018 0.002 0.03
H -1.215 4.226 -2.801 0.023 0.020 0.023 0.12
H -2.482 3.324 1.442 0.010 0.001 -0.009 0.09
H 4.647 2.553 1.225 -0.046 -0.002 0.007 0.10
H -6.011 2.782 0.595 0.020 -0.002 0.023 0.10
H 1.332 1.056 5.661 -0.023 -0.012 -0.021 0.13
H 0.049 -5.339 -3.374 0.008 -0.008 -0.007 0.07
H 2.411 -2.448 -5.014 0.003 0.042 0.022 0.08
H -2.747 -2.541 -2.976 -0.001 0.005 -0.016 0.07
H -3.258 -4.725 5.199 -0.024 0.003 -0.019 0.09
H 3.129 3.086 4.241 -0.034 -0.026 0.028 0.13
H 3.724 4.868 1.325 0.017 -0.001 0.017 0.10
H -4.709 1.649 0.172 0.031 -0.013 -0.034 0.07
H 2.100 2.484 6.397 -0.012 -0.015 -0.019 0.13
H 6.387 -0.359 -0.704 0.032 -0.072 -0.083 0.03
H -3.571 -0.957 -3.005 0.010 -0.005 0.002 0.09
H -4.510 -2.422 -2.638 0.040 -0.002 -0.003 0.10
H -0.048 3.224 -8.043 0.014 -0.012 -0.018 0.08
H -6.243 -0.252 4.778 0.024 -0.019 0.005 0.02
H 0.551 -4.749 -1.130 0.041 0.028 0.005 0.05
H -0.079 4.844 -7.345 0.009 0.015 -0.004 0.07
H 3.672 -3.933 1.713 0.091 0.070 0.005 0.05
H -1.175 0.310 -4.492 0.031 -0.031 0.011 0.11
H 3.436 -2.201 1.373 0.009 -0.057 0.034 0.02
H 1.843 -1.204 -3.883 0.030 -0.008 -0.034 0.04
H -1.175 -3.649 1.906 0.003 -0.032 0.022 -0.04
H -0.889 5.203 -5.049 0.015 0.020 -0.001 0.11
H 4.347 -2.776 -0.707 0.013 -0.090 -0.071 0.07
H 1.989 4.304 -2.556 -0.004 0.010 -0.011 0.12
H 1.386 2.788 3.974 -0.059 0.038 -0.034 0.12
```
Forces are in eV/Å.

Calculated values
- molecular weight (g/mol) = 1320.3
- E_tot (eV) = -321309.2006
- LUMO level (eV) = 1.74
- total charge = -1
- Kohn-Sham gap (eV) = 6.3606
- HOMO energy (eV) = -4.6

***

Record 2
C31H35CeF9N4OP2 | ωB97M-V/def2-TZVPD

The geometry in XYZ format:
```
83
Properties=species:S:1:pos:R:3:forces:R:3:lowdin_charge:R:1
Ce 2.035 0.546 1.934 0.825 -0.322 1.851 1.23
P -0.806 -0.236 1.745 -1.437 -1.744 0.922 0.99
P 0.762 1.643 -0.422 1.211 0.413 0.279 0.89
F 4.927 0.051 4.320 0.189 1.405 -0.068 0.15
F 4.108 4.184 5.330 -1.115 -0.637 -1.116 0.20
F 5.882 1.978 4.975 -1.130 -1.055 -1.161 0.21
F 1.855 1.870 6.313 1.196 -0.382 -0.253 0.16
F 5.212 1.670 2.882 -0.070 -0.254 1.113 0.15
F 3.682 3.902 3.177 -0.024 -0.005 1.459 0.15
F 4.000 2.036 6.859 -1.182 -0.575 -1.090 0.19
F 2.031 3.736 4.616 1.449 0.388 0.027 0.16
F 3.165 0.123 6.243 0.148 1.397 -0.455 0.15
O 2.742 1.750 3.406 -0.834 -2.045 -0.895 -0.35
N -0.847 -1.977 1.845 0.540 1.099 -0.099 -0.26
N 1.405 0.613 -1.622 -0.660 -0.004 0.614 -0.25
N 1.302 3.211 -0.763 -0.330 -0.460 0.302 -0.28
N -2.011 0.155 2.929 0.919 0.527 -0.309 -0.24
C 0.817 0.354 -2.859 0.975 -0.473 0.132 -0.10
C -2.710 -3.815 -3.963 -0.591 0.135 0.200 -0.11
C 1.638 -0.523 -3.532 -0.711 0.381 -0.367 -0.03
C -1.791 0.070 4.324 -1.266 0.893 0.115 -0.10
C -1.999 -3.473 -6.432 0.074 -0.657 -0.240 -0.20
C -1.558 0.154 0.105 0.101 0.714 -0.144 -0.30
C 1.592 4.193 0.220 0.023 0.649 -1.029 -0.10
C 3.520 1.966 4.533 0.307 0.419 -0.105 -0.19
C -3.646 1.352 3.941 1.377 -0.877 -1.065 -0.03
C 2.575 -0.167 -1.505 0.015 0.025 -0.214 -0.13
C -1.974 -2.784 1.751 0.508 -0.621 -0.174 -0.10
C 4.929 1.420 4.198 1.365 0.174 0.000 -0.45
C 1.647 -0.308 4.057 -0.789 -1.553 -0.787 -0.15
C -3.118 0.987 2.704 -0.164 0.106 1.984 -0.11
C 1.492 5.155 -1.838 -0.198 -0.517 -0.471 -0.04
C -1.551 -4.099 1.670 -0.357 0.670 0.026 -0.04
C 3.112 1.461 6.002 -0.122 0.128 1.382 -0.46
C 1.722 5.410 -0.439 -0.538 -2.373 -0.221 -0.03
C 0.292 -2.794 1.823 -0.040 -0.333 -0.137 -0.15
C -2.832 -0.638 -5.166 -0.359 0.047 0.126 -0.20
C -2.804 0.773 4.972 0.700 -0.496 -2.590 -0.02
C -1.130 -2.283 -6.154 0.020 1.189 0.292 -0.10
C -3.882 -1.735 -4.892 -0.265 0.545 0.056 -0.20
C -3.448 -2.703 -3.827 0.189 -0.616 0.232 -0.12
C -1.043 1.524 -0.468 -0.127 -0.304 -0.225 -0.31
C -2.135 -4.415 -5.216 0.222 0.055 -0.157 -0.19
C -0.116 -4.108 1.724 -0.394 1.162 -0.067 -0.04
C 3.363 3.487 4.445 0.491 2.232 0.630 -0.48
C -1.479 -1.095 -5.611 0.495 -0.919 -0.810 -0.13
C 2.750 -0.848 -2.693 -0.783 0.759 0.716 -0.03
C 1.232 3.812 -2.021 0.205 0.981 0.898 -0.09
H 1.934 6.346 0.004 0.227 0.642 0.343 0.10
H -2.215 -4.964 1.579 0.414 0.427 0.112 0.12
H 1.437 -0.877 -4.554 0.235 0.097 0.739 0.12
H 3.198 -0.133 -0.590 -0.211 0.081 -0.837 0.08
H 1.303 -2.360 1.901 -0.587 -0.397 -0.007 0.09
H -2.949 -2.317 1.744 0.014 -0.269 0.053 0.12
H 1.505 5.882 -2.651 0.076 -0.226 0.438 0.12
H -0.947 -0.471 4.714 -0.144 -0.153 0.039 0.09
H -1.280 -0.680 -0.561 -0.136 0.227 0.225 0.11
H -2.712 -5.303 -5.528 0.099 0.288 0.240 0.12
H 0.986 -1.229 4.055 0.878 0.930 0.060 0.06
H -0.709 -0.319 -5.539 -0.066 -0.261 -0.058 0.08
H -3.393 1.224 1.702 -0.411 0.177 -0.192 0.09
H 1.339 0.448 4.776 -0.336 -0.410 -0.225 0.04
H 1.022 3.174 -2.864 0.063 0.351 -0.240 0.11
H -0.090 -2.423 -6.473 -0.283 0.216 0.255 0.10
H -4.776 -1.216 -4.500 0.238 -0.233 -0.333 0.11
H -3.261 0.077 -5.891 0.256 -0.183 0.172 0.12
H 2.728 -0.545 4.194 -0.699 -0.277 -0.124 0.06
H -1.388 2.379 0.146 0.019 -0.303 -0.430 0.11
H -2.539 -4.438 -3.076 -0.074 0.350 -0.156 0.10
H -4.522 1.953 4.076 -0.171 0.104 0.096 0.11
H -0.123 0.835 -3.072 0.064 -0.174 -0.449 0.11
H -2.682 -0.062 -4.238 -0.148 -0.028 -0.080 0.09
H -4.181 -2.219 -5.830 0.038 0.170 0.446 0.10
H -1.315 1.670 -1.528 -0.474 0.012 0.543 0.09
H 0.507 -4.975 1.682 0.238 -0.193 0.045 0.11
H -1.134 -4.794 -4.955 -0.185 0.032 -0.122 0.11
H 1.704 3.911 1.265 -0.058 0.201 -0.248 0.09
H -2.654 0.186 0.213 0.429 -0.188 -0.277 0.09
H -2.950 0.863 6.014 -0.021 0.010 0.803 0.10
H -1.489 -4.059 -7.218 -0.365 0.241 0.217 0.12
H -2.990 -3.214 -6.823 0.450 -0.045 0.043 0.10
H 3.561 -1.488 -2.964 0.272 -0.249 0.067 0.11
H -3.834 -2.448 -2.829 0.302 -0.240 -0.264 0.09
```
Forces are in eV/Å.

Calculated values
- molecular weight (g/mol) = 852.7
- E_tot (eV) = -96666.8701
- LUMO level (spin up / spin down) (eV) = -8.65 / -8.65
- total charge = +2
- Kohn-Sham gap (spin up / spin down) (eV) = 4.1061 / 4.1049
- HOMO energy (spin up / spin down) (eV) = -12.8 / -12.8